# 1
Formula: C21H60F3N5O11S
Source: OMol25
Level of theory: wB97M-V/def2-TZVPD

Geometry as XYZ:
```
101
Properties=species:S:1:pos:R:3:lowdin_spin:R:1
N -2.992 -1.083 4.263 0.0000
H -2.428 -1.903 4.433 0.0000
H -2.328 -0.619 3.660 0.0000
H -3.120 -0.452 5.041 0.0000
H -3.830 -1.193 3.709 0.0000
C 0.289 0.994 0.822 0.0000
F -0.713 1.816 1.104 0.0000
F 0.354 0.920 -0.533 0.0003
F 1.397 1.627 1.210 0.0000
S -0.150 -0.643 1.752 0.0000
O -1.467 -0.407 2.422 0.0000
O -0.260 -1.646 0.721 0.0001
O 0.972 -0.918 2.579 0.0000
C -1.014 -4.319 -1.697 0.0003
C -1.983 -4.662 -0.480 0.0001
O -2.424 -3.561 0.298 0.0000
O 0.110 -3.738 -1.157 0.0006
H -1.533 -3.714 -2.440 0.0001
H -0.596 -5.167 -2.240 0.0000
H -1.528 -5.358 0.225 0.0000
H -2.763 -5.253 -0.960 0.0000
H -1.734 -2.920 0.484 0.0000
H -0.017 -3.122 -0.432 0.0000
C 2.023 4.867 -2.166 0.0000
C 2.231 3.556 -2.965 0.0002
O 1.893 3.706 -4.315 0.0002
O 2.763 6.050 -2.372 0.0001
H 2.141 4.478 -1.155 0.0000
H 0.986 5.201 -2.139 0.0000
H 1.801 2.690 -2.463 0.0002
H 3.276 3.246 -2.986 0.0000
H 2.307 4.492 -4.680 0.0001
H 2.867 6.272 -3.301 0.0000
C 1.860 -0.123 -5.689 0.0083
C 0.374 0.194 -5.459 0.1236
C -0.103 -0.160 -4.021 0.1060
O -1.491 0.240 -3.738 0.0633
C -1.953 -0.676 -2.708 0.0081
N 0.169 1.584 -5.660 0.6045
H 2.134 0.142 -6.711 0.0026
H 2.198 -1.156 -5.612 -0.0003
H 2.531 0.669 -5.357 0.0011
H -0.305 -0.364 -6.103 0.0226
H 0.355 0.618 -3.410 -0.0005
H 0.300 -1.016 -3.479 0.0097
H -3.042 -0.719 -2.724 0.0007
H -1.491 -0.473 -1.741 0.0007
H -1.850 -1.724 -2.990 0.0048
H 0.842 2.107 -5.117 0.0241
H -0.758 1.842 -5.353 0.0182
C -0.332 -0.864 7.344 0.0000
C 0.430 -0.826 6.032 0.0000
C 1.908 -1.275 6.260 0.0000
O 2.635 -0.134 6.782 0.0000
C 3.990 -0.399 6.799 0.0000
N -0.213 -1.599 4.988 0.0000
H 0.224 -0.432 8.176 0.0000
H -0.735 -1.832 7.641 0.0000
H -1.224 -0.240 7.307 0.0000
H 0.411 0.194 5.647 0.0000
H 2.383 -1.448 5.294 0.0000
H 2.077 -2.113 6.936 0.0000
H 4.621 0.375 7.237 0.0000
H 4.387 -0.448 5.785 0.0000
H 4.259 -1.398 7.141 0.0000
H 0.271 -1.540 4.104 0.0000
H 0.245 -2.446 5.294 0.0000
C 5.954 -1.991 1.479 0.0000
C 4.474 -1.843 1.152 0.0000
C 4.110 -2.040 -0.315 0.0000
O 4.811 -1.104 -1.147 0.0000
C 4.288 0.217 -1.228 0.0000
N 3.627 -2.652 2.034 0.0000
H 6.102 -3.070 1.424 0.0000
H 6.319 -1.577 2.419 0.0000
H 6.650 -1.533 0.776 0.0000
H 4.146 -0.829 1.381 0.0000
H 3.070 -1.991 -0.639 0.0000
H 4.257 -3.095 -0.545 0.0000
H 4.479 0.673 -2.199 0.0000
H 4.769 0.811 -0.450 0.0000
H 3.202 0.267 -1.144 0.0000
H 2.637 -2.660 1.833 0.0000
H 4.015 -3.553 1.797 0.0000
C -7.392 2.839 -1.503 0.0000
C -6.427 2.721 -2.699 0.0000
C -5.038 2.227 -2.421 0.0000
O -4.512 3.144 -1.348 0.0000
C -3.333 2.798 -0.731 0.0000
N -7.091 1.845 -3.647 0.0000
H -8.412 3.148 -1.729 0.0000
H -7.050 3.599 -0.801 0.0000
H -7.337 1.886 -0.976 0.0000
H -6.264 3.669 -3.213 0.0000
H -4.469 2.086 -3.340 0.0000
H -5.123 1.219 -2.016 0.0000
H -2.520 3.158 -1.362 0.0000
H -3.382 1.709 -0.732 0.0000
H -3.263 3.071 0.322 0.0000
H -7.971 2.204 -3.989 0.0000
H -6.962 0.846 -3.575 0.0000
```

The net charge is +1. As for the expectation value of S²: 0.755. The highest occupied orbital energy (spin up / spin down) comes out at -10.5 / -10.5 eV. Its spin multiplicity is 2.


# 2
Formula: C33H31AuBrN3O3P
Source: OMol25
Level of theory: wB97M-V/def2-TZVPD

Geometry as XYZ:
```
73
Properties=species:S:1:pos:R:3:lowdin_charge:R:1
Au 0.571 -0.826 0.130 1.1100
O 1.047 -3.408 1.012 0.1246
C 0.276 -2.545 1.257 -0.3951
C -0.984 -2.663 2.050 -0.2036
C -1.132 -3.666 2.998 0.0139
C -2.341 -3.783 3.662 -0.0321
C -3.397 -2.923 3.366 -0.0407
C -3.248 -1.931 2.409 -0.0515
C -2.028 -1.801 1.755 -0.2996
P -1.650 -0.519 0.549 1.0131
C -2.847 -0.582 -0.792 -0.3624
C -3.163 0.575 -1.504 -0.0986
C -4.040 0.504 -2.574 -0.0771
C -4.589 -0.716 -2.947 -0.0617
C -4.260 -1.871 -2.252 -0.0568
C -3.390 -1.807 -1.173 -0.0742
C -1.846 1.061 1.386 -0.3413
C -3.122 1.593 1.583 -0.0904
C -3.276 2.759 2.312 -0.0574
C -2.164 3.396 2.848 -0.0543
C -0.896 2.868 2.657 -0.0538
C -0.733 1.698 1.930 -0.0821
H -0.305 -4.331 3.207 0.1342
H -2.469 -4.551 4.412 0.1178
H -4.338 -3.028 3.887 0.1159
H -4.071 -1.266 2.182 0.1132
H -2.737 1.527 -1.213 0.1140
H -4.301 1.405 -3.115 0.1151
H -5.278 -0.765 -3.779 0.1145
H -4.690 -2.821 -2.541 0.1143
H -3.148 -2.708 -0.622 0.1133
H -3.992 1.107 1.159 0.1081
H -4.264 3.171 2.464 0.1135
H -2.288 4.307 3.418 0.1141
H -0.032 3.359 3.082 0.1151
H 0.258 1.275 1.813 0.0825
Br 7.787 0.314 1.201 0.7461
C 6.370 -0.316 2.288 -0.6774
C 6.624 -0.669 3.604 -0.1150
C 5.578 -1.125 4.394 -0.0581
C 4.296 -1.219 3.877 -0.0109
C 4.059 -0.866 2.553 -0.1301
C 5.102 -0.416 1.749 -0.0688
C 2.671 -0.957 2.013 -0.5739
O 1.710 -1.155 2.756 0.0151
O 2.563 -0.815 0.722 -0.1797
H 7.625 -0.589 4.004 0.1044
H 5.770 -1.405 5.421 0.1103
H 3.470 -1.560 4.484 0.1177
H 4.918 -0.158 0.717 0.1042
C -0.041 0.325 -5.274 -0.1477
C -0.895 -0.362 -4.230 -0.1682
N -0.212 -0.293 -2.950 0.0763
C 0.620 0.702 -2.554 -0.3628
N 1.102 0.669 -1.331 -0.0686
C 1.994 1.740 -0.881 -0.2195
C 2.795 2.309 -2.032 -0.1507
C 1.837 2.751 -3.115 -0.1402
N 0.939 1.654 -3.461 -0.0296
C 0.304 1.713 -4.775 -0.1369
H -0.579 0.394 -6.219 0.1246
H 0.874 -0.246 -5.441 0.1281
H -1.051 -1.412 -4.475 0.1296
H -1.878 0.117 -4.169 0.1029
H -0.455 -0.964 -2.241 0.0849
H 2.652 1.322 -0.121 0.0926
H 1.404 2.535 -0.409 0.1165
H 3.473 1.548 -2.423 0.1290
H 3.396 3.154 -1.695 0.1249
H 2.374 3.029 -4.023 0.1252
H 1.261 3.625 -2.791 0.1333
H 1.006 2.199 -5.452 0.1252
H -0.595 2.339 -4.733 0.1329
```

The net charge is +1. The highest occupied orbital energy comes out at -10.7 eV. As for the energy relative to the best compared isomer or geometry (same formula, charge and spin): 63.9 kJ/mol.


# 3
Formula: C16H10ClF5PdS
Source: OMol25
Level of theory: wB97M-V/def2-TZVPD

Geometry as XYZ:
```
34
Properties=species:S:1:pos:R:3:lowdin_spin:R:1
C -3.304 -1.043 -0.222 0.1452
C -2.110 -1.259 -0.971 0.1469
C -1.584 0.023 -1.303 0.1528
H -1.734 -2.221 -1.324 0.0079
C -2.387 1.038 -0.666 0.1132
C -3.479 0.358 -0.019 0.1159
H -4.291 0.832 0.528 0.0119
H -3.948 -1.834 0.163 0.0120
H -0.722 0.226 -1.915 0.0108
H -2.264 2.117 -0.726 0.0071
Pd -1.677 -0.202 0.747 1.0346
Cl 0.061 -1.807 1.869 0.0985
C 3.245 0.189 -0.045 -0.0002
C 2.846 1.425 -0.631 -0.0002
C 2.319 1.150 -1.937 0.0003
H 2.971 2.413 -0.200 0.0000
C 2.392 -0.275 -2.146 0.0001
C 2.959 -0.864 -0.966 -0.0001
H 2.985 -1.926 -0.747 0.0000
H 3.659 0.066 0.954 0.0000
H 1.974 1.884 -2.661 0.0001
H 2.002 -0.807 -3.016 0.0000
F -1.147 -1.328 6.748 0.0015
C -0.935 -0.584 5.643 0.0053
C -2.000 0.089 5.053 -0.0005
F -3.253 -0.072 5.527 -0.0004
C -1.764 0.904 3.967 0.0104
F -2.801 1.469 3.307 0.0077
C -0.460 1.139 3.487 0.0110
S -0.185 2.213 2.225 0.1008
C 0.575 0.350 4.039 0.0054
F 1.755 0.331 3.413 0.0019
C 0.345 -0.497 5.111 0.0005
F 1.342 -1.259 5.594 -0.0003
```

The net charge is -2. As for the expectation value of S²: 2.006. The highest occupied orbital energy (spin up / spin down) comes out at 0.0 / 0.0 eV. Its spin multiplicity is 3. As for the energy relative to the best compared isomer or geometry (same formula, charge and spin): 36.2 kJ/mol.


# 4
Formula: CdIO4P
Source: OMol25
Level of theory: wB97M-V/def2-TZVPD

Geometry as XYZ:
```
7
Properties=species:S:1:pos:R:3:nbo_charge:R:1
Cd 2.095 -0.549 2.403 0.0126
I -1.204 0.924 1.229 -0.0586
P -0.114 0.858 -1.875 1.5808
O 0.321 2.133 -1.995 -1.1567
O -0.052 -1.015 0.195 -0.5647
O -0.942 -0.469 -2.026 -1.0730
O -0.103 -1.882 2.069 -0.7405
```

The net charge is -2. The highest occupied orbital energy comes out at 0.3 eV.


# 5
Formula: C5H12NS2
Source: OMol25
Level of theory: wB97M-V/def2-TZVPD

Geometry as XYZ:
```
20
Properties=species:S:1:pos:R:3:lowdin_spin:R:1
C -1.580 0.462 1.301 0.0261
C -2.524 0.383 0.193 0.1247
C 0.047 -0.599 -0.183 0.4336
C 2.387 0.290 -0.838 0.0134
C 1.086 -0.430 -1.281 0.0321
N -0.219 0.553 0.695 0.0265
S -1.843 -0.689 -1.117 1.2005
S 0.193 -2.172 0.786 0.0652
H -1.844 1.260 2.007 -0.0005
H -1.555 -0.481 1.866 0.0004
H -3.471 0.026 0.410 0.0145
H -2.686 1.440 -0.025 0.0223
H 2.940 0.497 -1.759 0.0015
H 3.196 -0.156 -0.193 0.0002
H 1.934 1.199 -0.249 0.0006
H 1.282 -1.405 -1.768 0.0015
H 0.620 0.259 -1.876 0.0114
H -0.030 1.385 0.214 0.0014
H 0.501 0.407 1.468 0.0103
H 1.566 -2.230 0.347 0.0141
```

The net charge is +1. As for the expectation value of S²: 2.008. The highest occupied orbital energy (spin up / spin down) comes out at -9.8 / -13.6 eV. Its spin multiplicity is 3. As for the energy relative to the best compared isomer or geometry (same formula, charge and spin): 57.7 kJ/mol.


# 6
Formula: C11H23N3O3PtSTe
Source: OMol25
Level of theory: wB97M-V/def2-TZVPD

Geometry as XYZ:
```
43
Properties=species:S:1:pos:R:3:lowdin_spin:R:1
Pt 0.948 -1.311 0.509 1.1937
C 0.455 2.008 3.521 0.0054
S 0.899 0.870 2.247 0.0124
O 2.224 0.336 2.527 0.0027
O 0.832 1.554 0.941 0.0568
O -0.140 -0.218 2.256 0.1060
H 1.341 2.200 4.119 0.0008
H -0.324 1.559 4.132 0.0008
H 0.095 2.922 3.058 0.0004
N 0.604 -3.143 1.572 0.1074
H -0.220 -2.981 2.148 0.0046
H 1.372 -3.317 2.216 0.0096
H 0.448 -3.989 1.033 0.0042
C -2.329 -1.197 -1.620 0.0351
Te -0.730 0.060 -0.999 0.3167
C -2.206 1.026 0.180 0.0231
C -3.489 0.749 -0.563 0.0054
C -4.603 1.561 -0.380 -0.0002
C -5.781 1.279 -1.052 0.0006
C -5.847 0.197 -1.920 0.0006
C -4.736 -0.608 -2.115 0.0005
C -3.556 -0.337 -1.432 0.0066
H -2.324 -2.081 -0.981 0.0051
H -2.183 -1.512 -2.651 0.0019
H -1.945 2.079 0.243 0.0022
H -2.157 0.582 1.173 0.0045
H -4.548 2.414 0.285 0.0000
H -6.646 1.910 -0.906 0.0000
H -6.762 -0.012 -2.458 0.0000
H -4.786 -1.443 -2.802 0.0000
N 4.999 1.007 -1.833 0.0005
C 5.088 -0.051 -0.747 0.0051
C 3.742 -0.341 -0.094 0.0132
N 2.908 -1.404 -0.698 0.0675
H 5.913 1.167 -2.266 0.0001
H 4.685 1.902 -1.446 0.0000
H 4.351 0.752 -2.582 0.0002
H 5.783 0.348 -0.011 0.0004
H 5.537 -0.930 -1.207 0.0002
H 3.137 0.569 -0.021 0.0023
H 3.931 -0.624 0.940 0.0012
H 3.358 -2.312 -0.646 0.0012
H 2.663 -1.240 -1.669 0.0013
```

The net charge is +2. As for the expectation value of S²: 2.009. The highest occupied orbital energy (spin up / spin down) comes out at -13.7 / -13.7 eV. Its spin multiplicity is 3. As for the energy relative to the best compared isomer or geometry (same formula, charge and spin): 58.2 kJ/mol.


# 7
Formula: C4H9N2S
Source: OMol25
Level of theory: wB97M-V/def2-TZVPD

Geometry as XYZ:
```
16
Properties=species:S:1:pos:R:3:nbo_charge:R:1
C -1.809 -2.217 0.030 0.1039
C -0.442 -0.273 -0.013 0.6712
C 2.057 -0.105 -0.337 -0.4409
C 0.746 1.631 0.771 -0.4059
N -0.938 -1.362 -0.162 -0.3841
N 0.754 0.355 0.061 -0.3958
S -2.711 0.955 -0.391 -0.2227
H -2.347 -2.205 0.954 0.2314
H -1.863 -3.078 -0.774 0.2457
H 2.596 0.781 -0.756 0.2405
H 2.802 -0.411 0.565 0.2442
H 2.061 -0.843 -1.160 0.2463
H 1.278 2.376 0.137 0.2338
H -0.237 1.919 0.977 0.2355
H 1.252 1.533 1.793 0.2309
H -3.199 0.942 -1.696 0.1659
```

The net charge is +1. The highest occupied orbital energy (spin up / spin down) comes out at -13.4 / -13.4 eV. As for the energy relative to the best compared isomer or geometry (same formula, charge and spin): 574.0 kJ/mol.


# 8
Formula: C4H10N3
Source: OMol25
Level of theory: wB97M-V/def2-TZVPD

Geometry as XYZ:
```
17
Properties=species:S:1:pos:R:3:nbo_charge:R:1
C -3.243 0.161 0.154 0.7105
C 1.960 1.079 -0.129 -0.6589
C -0.222 -1.737 -0.296 0.1465
C 0.842 0.208 0.440 -0.2669
N -3.840 1.081 -0.316 -0.6726
N -2.475 -0.755 0.327 -0.8468
N 0.452 -0.720 -0.652 -0.4475
H -2.668 -1.509 1.015 0.4267
H 1.549 1.766 -0.869 0.2236
H 2.209 1.795 0.718 0.2557
H 2.909 0.538 -0.503 0.2415
H -0.565 -2.614 -1.036 0.2659
H -0.186 -2.035 0.820 0.2423
H 0.053 0.855 0.866 0.2472
H 1.317 -0.227 1.352 0.2371
H 0.779 -0.314 -1.507 0.4571
H -4.589 1.640 -0.015 0.4386
```

The net charge is +1. The highest occupied orbital energy comes out at -13.5 eV. As for the energy relative to the best compared isomer or geometry (same formula, charge and spin): 309.6 kJ/mol.


# 9
Formula: C33H54BBrN7O2
Source: OMol25
Level of theory: wB97M-V/def2-TZVPD

Geometry as XYZ:
```
98
Properties=species:S:1:pos:R:3:lowdin_charge:R:1
C -5.430 -6.277 -3.197 0.0193
C -5.104 -4.923 -3.779 -0.5567
O -5.131 -4.726 -4.966 0.0914
O -4.752 -4.020 -2.863 -0.0331
C -5.382 -2.719 -2.957 -0.2379
C -4.353 -1.621 -2.782 -0.1847
B -3.733 -1.382 -1.275 -0.8535
Br -4.576 -2.604 0.169 0.5547
C -2.129 -1.540 -1.152 -0.2205
C -1.347 -2.288 -2.036 -0.0627
C 0.030 -2.382 -1.917 -0.1788
N 0.716 -1.789 -0.930 0.0254
C -0.028 -1.094 -0.068 -0.2021
C -1.404 -0.918 -0.126 -0.0796
H -4.940 -7.021 -3.818 0.0789
H -4.991 -6.344 -2.205 0.0709
H -6.502 -6.428 -3.158 0.0851
H -5.845 -2.619 -3.939 0.1104
H -6.188 -2.650 -2.230 0.0916
H -4.849 -0.695 -3.082 0.0861
H -3.582 -1.808 -3.530 0.0853
H -3.996 -0.239 -0.936 0.0513
H -1.829 -2.812 -2.853 0.0907
H 0.607 -2.955 -2.632 0.0847
H 0.506 -0.622 0.750 0.0799
H -1.909 -0.319 0.619 0.0514
C -4.937 -2.639 4.776 -0.1075
C -3.508 -3.164 4.813 -0.2572
C -2.462 -2.044 4.820 -0.1843
C -2.574 -1.215 3.619 -0.2044
N -2.653 -0.572 2.674 0.1924
H -5.128 -2.071 3.867 0.0494
H -5.649 -3.464 4.799 0.0740
H -5.143 -1.993 5.632 0.0758
H -3.339 -3.807 3.949 0.0901
H -3.365 -3.779 5.705 0.1064
H -1.455 -2.462 4.856 0.1147
H -2.591 -1.403 5.694 0.1157
C -7.532 2.594 1.379 -0.1206
C -6.265 1.763 1.202 -0.2555
C -6.533 0.256 1.136 -0.2074
C -7.164 -0.214 2.369 -0.2423
N -7.649 -0.577 3.344 0.1357
H -8.033 2.361 2.321 0.0645
H -7.296 3.659 1.388 0.0646
H -8.237 2.412 0.565 0.0715
H -5.577 1.971 2.023 0.1113
H -5.760 2.059 0.282 0.1073
H -5.599 -0.287 0.988 0.0283
H -7.189 0.018 0.298 0.1232
C 3.516 0.754 -1.644 -0.1112
C 3.273 2.226 -1.960 -0.2686
C 2.723 3.014 -0.763 -0.2039
C 1.442 2.456 -0.329 -0.2225
N 0.430 2.014 -0.022 0.1772
H 2.590 0.239 -1.378 0.0522
H 3.931 0.243 -2.514 0.0693
H 4.219 0.646 -0.819 0.0471
H 2.571 2.302 -2.794 0.1070
H 4.207 2.693 -2.280 0.0948
H 2.570 4.060 -1.033 0.1105
H 3.423 2.979 0.069 0.0724
C -1.681 -7.909 0.538 -0.1125
C -2.820 -6.914 0.727 -0.2576
C -2.757 -6.183 2.072 -0.1937
C -2.848 -7.121 3.193 -0.2474
N -2.912 -7.864 4.065 0.1302
H -1.714 -8.703 1.287 0.0659
H -1.746 -8.381 -0.443 0.0682
H -0.711 -7.413 0.609 0.0768
H -3.776 -7.436 0.643 0.1103
H -2.790 -6.169 -0.068 0.1081
H -3.581 -5.472 2.144 0.0994
H -1.823 -5.625 2.157 0.1251
C 6.863 5.938 0.442 -0.1269
C 6.830 5.381 1.859 -0.2568
C 7.278 3.917 1.926 -0.1827
C 6.406 3.061 1.122 -0.2025
N 5.725 2.393 0.485 0.1878
H 6.169 5.402 -0.210 0.0682
H 6.572 6.989 0.437 0.0723
H 7.871 5.867 0.024 0.0228
H 5.820 5.470 2.265 0.1099
H 7.486 5.974 2.497 0.1067
H 7.258 3.556 2.955 0.1168
H 8.299 3.814 1.553 0.1213
C 11.032 6.494 -3.600 -0.1100
C 9.961 7.578 -3.571 -0.2603
C 10.039 8.461 -2.320 -0.1845
C 9.856 7.670 -1.103 -0.2120
N 9.718 7.044 -0.153 0.1625
H 10.922 5.803 -2.763 0.0712
H 10.959 5.910 -4.517 0.0727
H 12.032 6.928 -3.555 0.0761
H 8.974 7.115 -3.626 0.1124
H 10.064 8.215 -4.451 0.1069
H 9.267 9.230 -2.347 0.1176
H 11.008 8.960 -2.263 0.1199
```

The net charge is -1. The highest occupied orbital energy comes out at -5.4 eV.